Entry from OMol25: a molecular structure, C3H6ClO (ωB97M-V with the def2-TZVPD basis set).

Geometry as XYZ:
```
11
Properties=species:S:1:pos:R:3:forces:R:3:lowdin_charge:R:1
C -0.71601 -1.33496 0.25215 1.4 2.0 -2.5 -0.0788
C -0.28491 0.54156 -0.97711 2.0 2.7 0.7 -0.0593
C 0.87620 0.86870 0.63232 -0.7 0.1 -1.3 -0.3084
O -0.29029 -0.79406 -0.91964 -1.1 -2.5 0.5 -0.1561
Cl 1.01892 -0.75179 1.26931 -0.2 -1.1 0.2 0.9492
H -0.79986 -2.40574 0.19658 0.1 -0.2 0.4 0.1342
H -1.37069 -0.64178 0.74014 -0.7 -0.4 0.9 0.1130
H 0.28208 0.91514 -1.86548 0.1 -0.7 1.0 0.1380
H -1.23875 1.07776 -1.07860 0.0 -0.4 1.3 0.1313
H 0.69627 1.39416 1.59528 -0.6 0.6 -1.4 0.0702
H 1.82705 1.13102 0.15507 -0.3 0.0 0.3 0.0669
```
Forces are in eV/Å.

The calculation puts the HOMO energy at -16.43 eV. The calculation puts the energy relative to the best compared isomer or geometry (same formula, charge and spin) at 27.8 kcal/mol. The value obtained for the HOMO-LUMO gap is 0.41641 Eh. As for the electronic energy: -17767.1543 eV. As for the charge: +1.